(1)
19
Properties=species:S:1:pos:R:3:mulliken_charge:R:1 method="wB97M-V/def2-TZVPD" fmax_ev_per_a=4.70 e_above_lowest_ev=1.765 orbital_gap_ev=9.13 total_energy_ev=-11822.637 lumo_ev=-0.284
B -1.19 -0.52 -0.56 0.59
C -1.46 2.24 0.05 -0.80
C 0.45 0.08 -0.93 -0.87
C -1.46 0.91 -0.06 0.43
C 1.47 -0.14 -0.16 0.85
C -1.20 -1.77 0.48 -1.06
C 2.88 -0.33 -0.55 -1.17
O -1.81 -0.83 -1.84 -0.75
F 1.33 -0.29 1.18 -0.28
H -0.81 2.96 -0.30 0.34
H -2.46 2.71 0.33 0.23
H 0.63 0.24 -1.93 0.40
H -2.30 -2.08 0.65 0.22
H -0.73 -1.60 1.40 0.39
H -0.72 -2.72 0.07 0.26
H 3.56 0.17 0.12 0.34
H 3.23 -1.31 -0.55 0.33
H 3.04 0.04 -1.67 0.28
H -1.55 -1.68 -2.15 0.28

***

(2)
88
Properties=species:S:1:pos:R:3:mulliken_charge:R:1 method="wB97M-V/def2-TZVPD" fmax_ev_per_a=3.70 e_above_lowest_ev=2.554 orbital_gap_ev=6.29 total_energy_ev=-128322.757 lumo_ev=-4.026 total_charge=+1
Ir 0.00 0.16 -0.02 3.13
Br -0.52 1.24 2.62 -0.01
C -2.24 0.40 2.72 1.41
C -3.09 0.80 3.71 -0.74
C -4.35 0.18 3.81 -0.81
C -4.68 -0.83 2.94 -0.93
C -3.77 -1.28 1.96 0.73
C -4.04 -2.43 1.18 -1.01
C -3.09 -2.92 0.33 -0.97
C -1.88 -2.21 0.13 0.07
C -1.62 -1.04 0.79 -0.25
C -2.52 -0.62 1.80 0.62
H -2.80 1.57 4.41 0.45
H -5.03 0.49 4.58 0.42
H -5.64 -1.32 3.02 0.44
H -4.98 -2.94 1.31 0.43
H -3.25 -3.84 -0.21 0.50
H -1.17 -2.62 -0.57 0.04
C 1.30 -3.26 -2.75 -2.27
C 1.32 -2.48 -1.46 0.76
O 0.85 -1.31 -1.52 -1.06
C 1.90 -3.06 -0.30 1.56
C 2.64 -4.27 -0.40 -1.28
C 3.27 -4.82 0.68 -0.90
C 3.17 -4.20 1.94 -0.51
C 2.45 -3.05 2.09 -0.95
C 1.79 -2.42 0.99 0.20
O 1.13 -1.36 1.21 -0.11
H 0.73 -2.70 -3.49 0.32
H 0.84 -4.24 -2.60 0.48
H 2.31 -3.40 -3.12 0.47
H 2.71 -4.77 -1.35 0.42
H 3.85 -5.73 0.56 0.41
H 3.65 -4.65 2.79 0.42
H 2.34 -2.56 3.05 0.49
C -2.97 2.48 0.26 -3.10
C -2.04 3.10 -0.79 2.17
C -0.85 3.78 -0.10 -1.57
C -2.84 4.10 -1.61 -1.73
P -1.35 1.60 -1.72 0.65
C -2.87 0.90 -2.47 0.18
C -3.54 1.52 -3.53 -0.52
C -4.66 0.93 -4.09 -0.89
C -5.14 -0.28 -3.59 -0.89
C -4.50 -0.88 -2.52 -0.56
C -3.37 -0.29 -1.97 0.33
C -0.29 2.07 -3.22 2.50
C -0.36 0.86 -4.16 -2.13
C -0.59 3.38 -3.95 -1.82
C 1.14 2.15 -2.69 -1.73
H -3.29 3.24 0.98 0.64
H -2.48 1.67 0.80 0.95
H -3.87 2.06 -0.21 0.36
H -1.20 4.45 0.68 0.56
H -0.28 4.37 -0.82 0.32
H -0.19 3.04 0.35 -0.24
H -3.19 4.89 -0.93 0.53
H -3.72 3.64 -2.06 0.37
H -2.25 4.58 -2.39 0.32
H -3.20 2.46 -3.93 0.15
H -5.15 1.41 -4.92 0.46
H -6.01 -0.74 -4.04 0.42
H -4.87 -1.81 -2.12 0.50
H -2.87 -0.78 -1.14 -0.33
H -1.32 0.79 -4.68 0.36
H -0.22 -0.07 -3.60 0.33
H 0.43 0.92 -4.92 0.53
H -1.59 3.42 -4.37 0.24
H 0.11 3.47 -4.78 0.52
H -0.44 4.23 -3.29 0.44
H 1.41 1.18 -2.29 -0.18
H 1.25 2.90 -1.91 0.09
H 1.84 2.39 -3.50 0.87
C 4.94 1.18 -2.26 -1.42
C 3.99 1.42 -1.13 0.75
C 3.88 2.45 -0.23 -1.21
C 2.76 2.16 0.57 0.55
N 2.19 1.03 0.15 -0.03
N 2.98 0.58 -0.86 0.27
C 2.32 2.92 1.77 -1.33
H 5.71 1.95 -2.26 0.39
H 4.41 1.22 -3.21 0.29
H 5.41 0.21 -2.17 0.33
H 4.53 3.30 -0.12 0.50
H 2.77 -0.30 -1.29 -0.04
H 3.10 3.63 2.05 0.45
H 2.15 2.23 2.60 0.23
H 1.40 3.47 1.60 0.21